1.
# C27H98N6O34

A 22-piece molecular cluster, C27H98N6O34 overall (wB97M-V/def2-TZVPD, OMol25).

E_HOMO	-8.9022	eV
maximum force	6.03	eV Å⁻¹
electronic energy	-3974.02133	hartree

```
165
C27H98N6O34, DFT wB97M-V/def2-TZVPD
C -25.43535 5.86519 20.79365
O -25.24195 6.71779 21.73749
N -24.55079 5.17837 20.09430
N -26.65325 5.50484 20.38498
H -23.60820 5.19778 20.45657
H -24.89847 4.40134 19.55075
H -26.76090 4.73436 19.74087
H -27.41314 5.95074 20.87877
C -18.29985 6.43338 14.48467
O -18.77172 7.31268 15.20625
N -17.18761 6.57737 13.79024
N -18.85234 5.25961 14.21459
H -16.96319 5.99906 12.99319
H -16.63775 7.39203 14.02278
H -19.72728 5.13781 14.70424
H -18.31505 4.58221 13.69252
C -16.70568 11.01668 19.90610
O -17.37931 11.89367 19.46973
N -16.81086 9.78098 19.66031
N -15.72064 11.17259 20.77377
H -16.09095 9.22919 20.10456
H -17.62096 9.49308 19.13027
H -15.31714 10.35596 21.21013
H -15.49473 12.10301 21.09529
C -23.04684 4.25441 17.18095
C -21.52771 4.11463 16.87174
O -21.34025 4.45663 15.51648
O -23.84132 3.20482 16.77469
H -23.47433 5.14813 16.72640
H -23.20405 4.34789 18.25550
H -21.22028 3.06908 16.85142
H -20.88588 4.66069 17.56310
H -21.36670 3.62481 15.03797
H -23.51554 2.39770 17.17971
C -16.62041 6.93327 22.33219
C -15.49761 7.09496 21.27656
O -14.85832 8.32103 21.16536
O -17.70970 7.73068 22.16054
H -16.20652 6.86892 23.33850
H -17.00979 5.94576 22.08456
H -15.90383 6.99431 20.27011
H -14.77398 6.28657 21.38130
H -14.27594 8.38432 21.92590
H -17.49944 8.56157 22.59299
C -16.14812 9.97666 14.42465
C -16.40342 10.04645 15.98901
O -17.31449 11.17406 16.25835
O -15.39504 8.72421 14.11588
H -15.67821 10.89769 14.07969
H -17.11907 10.02085 13.93129
H -15.47852 10.29058 16.51155
H -16.88990 9.13973 16.34860
H -17.33125 11.17247 17.21821
H -14.44851 8.85494 14.20839
C -24.68134 5.79201 12.07356
C -24.01505 5.92538 13.39525
O -22.62421 5.78030 13.34133
O -24.22693 4.53489 11.57349
H -24.55218 6.70472 11.49186
H -25.74216 5.72957 12.31620
H -24.35086 5.19908 14.13541
H -24.15608 6.98309 13.61765
H -22.42009 5.15898 14.04411
H -24.86208 3.83989 11.76102
C -21.06594 5.53880 23.54198
C -21.87299 4.81727 22.48325
O -22.09182 5.57706 21.33901
O -19.69421 5.42001 23.19177
H -21.17773 5.09696 24.53211
H -21.43968 6.56272 23.54649
H -22.89538 4.62188 22.80675
H -21.44091 3.87313 22.15159
H -21.26715 5.77617 20.88973
H -19.55785 5.81351 22.32680
C -20.18465 8.93683 17.90140
C -21.49254 8.13263 17.92959
O -22.57039 8.94496 17.65924
O -19.16596 7.92604 17.85996
H -20.07582 9.70304 18.66898
H -20.13864 9.52396 16.98421
H -21.65473 7.81945 18.96095
H -21.46917 7.15830 17.44150
H -22.74864 9.42153 18.47330
H -18.99144 7.63442 16.96213
C -23.09660 15.69743 16.86046
C -23.08963 14.49701 17.88783
O -22.03853 13.53854 17.63907
O -23.44951 15.16916 15.62657
H -22.08368 16.09150 16.94290
H -23.67785 16.53938 17.23643
H -23.98724 13.88017 17.84422
H -22.99270 14.71161 18.95209
H -21.85462 13.74752 16.72032
H -24.35025 14.86268 15.75436
C -24.57701 10.28308 13.77787
C -24.22315 11.08875 15.08496
O -25.45987 11.50152 15.74763
O -25.57948 9.39443 13.94223
H -23.78764 9.78596 13.21406
H -24.92590 10.94334 12.98387
H -23.57462 11.90946 14.77842
H -23.64674 10.52896 15.82151
H -25.67266 10.71289 16.25198
H -25.33794 8.83831 14.68654
C -26.46215 8.37198 17.93921
C -25.82779 7.37596 16.99792
O -24.88082 8.05520 16.17370
O -26.98101 9.49360 17.23245
H -25.70356 8.81078 18.58736
H -27.23755 8.08203 18.64829
H -26.45407 6.98561 16.19574
H -25.34579 6.60834 17.60334
H -24.23638 8.30723 16.83913
H -27.93512 9.54088 17.13740
C -20.60851 9.93996 12.62158
C -20.36754 10.61654 14.00547
O -20.74821 11.90903 13.81416
O -19.86681 10.64997 11.72050
H -21.67842 9.94119 12.41329
H -20.30299 8.90153 12.49350
H -19.30013 10.50303 14.19483
H -21.05875 10.21553 14.74678
H -20.36019 12.24391 13.00244
H -20.12000 10.50865 10.80533
C -21.54127 9.50210 21.95589
C -20.21803 10.13466 21.44494
O -20.24296 11.49095 21.12467
O -22.06896 10.18688 23.11349
H -21.38255 8.45430 22.21084
H -22.21824 9.53181 21.10212
H -19.76836 9.73239 20.53715
H -19.46254 10.11603 22.23042
H -20.69199 11.75066 20.31688
H -22.20695 11.10765 22.87948
C -16.14849 4.72459 18.41193
C -15.82269 4.13007 16.99126
O -16.14335 2.70732 17.03716
O -15.24884 4.02727 19.35017
H -17.20736 4.61121 18.64439
H -15.82241 5.76460 18.39960
H -14.79857 4.24604 16.63653
H -16.37999 4.62262 16.19445
H -15.46713 2.39642 17.64351
H -15.68904 3.50414 20.02409
O -22.95532 11.05341 19.27043
H -23.62847 11.27189 19.91491
H -22.87749 11.83892 18.72899
O -24.96674 11.87612 21.13397
H -25.08991 12.81483 20.99296
H -24.30448 11.82179 21.82294
O -19.04614 3.38456 20.27534
H -18.12648 3.46937 20.52684
H -19.35286 4.28621 20.17946
O -26.47174 9.29129 21.21658
H -26.12499 9.93235 20.59607
H -25.77174 8.64520 21.31047
O -19.11365 14.78357 17.97032
H -19.91938 14.54194 18.42709
H -19.13723 14.27758 17.15813
O -19.50120 13.03409 15.95479
H -18.63425 12.64819 15.82948
H -20.07344 12.53229 15.37430
O -19.66679 6.61778 20.33309
H -19.29751 7.34167 20.83891
H -19.25396 6.69111 19.47261
```

=====

2.
# C27H43Ge2KNO2Se

C27H43Ge2KNO2Se as an isolated structure (wB97M-V/def2-TZVPD, OMol25).

energy relative to the best compared isomer or geometry (same formula, charge and spin)	0.00	kcal/mol
E_HOMO	-3.9272	eV
maximum force	2.49	eV Å⁻¹
electronic energy	-8415.05936	hartree
total charge	-1

```
77
C27H43Ge2KNO2Se, DFT wB97M-V/def2-TZVPD
K 0.82529 2.08958 -0.53694
C 3.86203 -1.60511 2.62613
C 3.15496 -1.58058 1.26568
Ge 1.50431 -0.54701 1.37590
C 1.84399 1.24817 2.17650
C 1.10277 1.41484 3.51110
C 0.45450 -1.53942 2.75558
C -0.72595 -1.90768 2.22393
Ge -0.70180 -1.12552 0.36909
C -2.03950 0.29179 -0.02243
C -3.34205 0.29202 0.78302
C -0.87778 -2.61553 -0.87213
C -2.26638 -3.26642 -0.84045
C -1.68138 -2.82284 2.91739
C -1.21636 -3.74815 3.85738
C -2.08194 -4.61197 4.51361
C -3.44458 -4.58107 4.24021
C -3.92336 -3.68429 3.29404
C -3.04894 -2.82648 2.63731
H 4.80221 -2.16203 2.58223
H 3.24080 -2.07257 3.39471
H 4.10100 -0.59526 2.97328
H 2.89104 -2.59546 0.95308
H 3.78998 -1.14711 0.49422
H 1.54558 2.04857 1.50751
H 2.92399 1.35369 2.31376
H 0.03151 1.23606 3.40011
H 1.22762 2.42531 3.91143
H 1.46478 0.70712 4.26162
H 0.73320 -1.84258 3.77293
H -2.24948 0.22993 -1.09147
H -1.54330 1.25167 0.13726
H -3.97000 -0.56864 0.54126
H -3.92442 1.18893 0.55798
H -3.16353 0.28440 1.86020
H -0.10409 -3.33903 -0.59708
H -0.64122 -2.25381 -1.87424
H -2.52303 -3.63347 0.15662
H -2.32239 -4.11724 -1.52594
H -3.04590 -2.55778 -1.13903
H -0.15337 -3.79523 4.06501
H -1.68980 -5.31921 5.23572
H -4.12099 -5.25782 4.74804
H -4.98111 -3.65424 3.05962
H -3.42865 -2.14239 1.89201
N 3.92849 -0.64734 -2.19448
C 3.56980 0.62061 -1.54285
O 2.43517 0.59800 -0.80175
C 3.89728 1.85356 -2.36130
C 4.74111 1.46581 -1.14608
H 3.15921 -1.28682 -2.03021
H 4.73669 -1.05697 -1.74091
H 3.27459 2.73625 -2.26494
H 4.33017 1.69666 -3.34126
H 4.62407 2.07050 -0.25478
H 5.74722 1.09610 -1.31938
C 0.50228 1.25606 -4.06525
C 0.09170 -0.01119 -3.33119
O 0.17176 0.14512 -1.92183
H 0.32451 1.15544 -5.13890
H 1.56652 1.46203 -3.91202
H -0.07835 2.11140 -3.70766
H 0.71359 -0.85415 -3.65241
H -0.94307 -0.26467 -3.56641
H 1.13662 0.19407 -1.62195
Se -0.47569 4.64199 0.21327
C -1.38684 4.54537 -1.46302
C -2.71130 4.08205 -1.55839
C -3.35688 3.96597 -2.78351
C -2.70788 4.30642 -3.96641
C -1.40107 4.77180 -3.89776
C -0.75352 4.88887 -2.67129
H -3.22316 3.80357 -0.64479
H -4.37717 3.59915 -2.81768
H -3.21207 4.21239 -4.92125
H -0.87680 5.04217 -4.80798
H 0.26476 5.25359 -2.63139
```